The following is a quantum chemistry calculation of C59H44BCl2F15GeNO4P2S2Ti as an isolated structure at a distorted geometry, from the Open Molecules 2025 dataset.

Each line ends with the Mulliken charge.
Atoms and positions in Å:
1 Ge -3.106 -3.321 -0.359  2.13
2 Ti -0.383 -0.252 0.347  -1.20
3 Cl 1.827 -4.013 5.987  -0.20
4 Cl -1.768 -0.204 4.725  -0.20
5 S 4.727 5.357 1.707  -0.08
6 S -2.102 -1.487 -1.055  0.21
7 P 2.415 0.021 0.256  1.27
8 P 0.714 2.166 0.244  0.25
9 F -3.427 -3.073 -3.245  -0.33
10 F -5.336 -5.312 -1.554  -0.31
11 F -0.634 -4.606 0.750  -0.68
12 F -7.680 -0.850 0.470  -0.34
13 F -4.984 -1.191 0.658  -0.49
14 F -2.689 -4.559 -5.384  -0.32
15 F -1.953 -6.494 -0.369  -0.32
16 F -2.035 -6.152 4.951  -0.33
17 F -8.003 -5.024 -1.680  -0.30
18 F -4.936 -3.587 2.335  -0.23
19 F -4.427 -4.927 4.597  -0.31
20 F -9.183 -2.800 -0.689  -0.30
21 F -1.184 -7.937 -2.478  -0.30
22 F -0.128 -6.009 3.024  -0.41
23 F -1.552 -6.996 -4.996  -0.30
24 O -1.835 1.489 -0.855  0.57
25 O 0.338 -1.908 0.278  -0.41
26 O -3.582 0.880 0.490  -0.43
27 O -0.530 -0.359 2.098  0.31
28 N 2.381 1.762 0.150  1.31
29 C -5.408 1.252 -1.029  -2.36
30 C -1.063 3.628 3.609  -0.85
31 C -3.746 -4.167 2.474  0.85
32 C 1.215 6.216 -0.114  -0.63
33 C -5.728 -2.105 0.026  -0.41
34 C -1.300 -5.393 2.858  0.24
35 C 0.751 3.871 -0.422  1.61
36 C 4.269 3.340 -0.199  -0.50
37 C 0.119 -2.076 5.220  -0.54
38 C -2.617 -4.681 -1.741  -1.00
39 C -7.097 -1.938 -0.032  0.15
40 C -0.768 3.279 2.301  -0.44
41 C -2.686 3.621 -1.647  -1.78
42 C -3.211 1.495 -2.824  -1.73
43 C 1.110 -2.977 4.814  0.07
44 C 1.006 0.056 -3.670  -0.56
45 C -5.884 -4.192 -1.066  -0.03
46 C -2.276 -5.479 3.838  0.61
47 C -4.545 3.066 0.432  -1.73
48 C 1.953 -0.411 -1.492  0.20
49 C -7.867 -2.930 -0.620  0.67
50 C -2.482 -5.012 -4.150  0.16
51 C 0.396 2.571 2.003  0.98
52 C 5.366 4.157 0.483  -1.13
53 C 4.943 -0.104 -0.993  -0.73
54 C -0.188 3.281 4.627  -0.99
55 C 1.242 2.184 3.039  -0.48
56 C 3.410 2.587 0.812  -0.75
57 C 6.184 -1.107 1.293  -0.68
58 C 5.182 4.533 3.257  -0.79
59 C 1.763 -2.158 -3.155  -0.77
60 C 1.394 0.482 -2.406  -0.38
61 C -1.716 -6.731 -2.669  0.17
62 C 2.144 -1.737 -1.896  -0.36
63 C -0.464 -1.239 4.297  0.43
64 C -2.829 -4.260 -3.047  0.15
65 C 0.860 -2.251 2.539  0.41
66 C 1.070 -2.446 1.147  -0.09
67 C -5.086 -3.209 -0.505  0.20
68 C -4.157 1.862 -0.417  2.06
69 C 0.961 2.558 4.342  -0.88
70 C -2.084 -5.950 -1.585  0.57
71 C -1.904 -6.257 -3.955  0.71
72 C -1.575 -4.678 1.711  0.10
73 C -0.058 -1.251 2.947  -0.30
74 C 0.632 4.092 -1.793  -0.69
75 C 1.033 4.949 0.417  -1.01
76 C -3.003 2.146 -1.461  1.17
77 C -2.795 -4.069 1.470  -0.20
78 C 0.799 5.362 -2.318  -0.96
79 C -3.498 -4.857 3.651  0.23
80 C 1.098 6.427 -1.479  -0.84
81 C 6.303 -0.364 -0.995  -0.84
82 C 1.457 -3.090 3.493  -1.16
83 C 4.200 -0.335 0.163  0.51
84 C 6.923 -0.861 0.146  -0.68
85 C 4.821 -0.847 1.301  -0.53
86 C -7.262 -4.067 -1.131  0.10
87 C 1.173 -1.267 -4.043  -0.80
88 B -2.305 0.655 0.159  0.71
89 H 6.666 -1.502 2.177  0.47
90 H -3.578 4.157 -1.972  0.45
91 H -2.312 4.072 -0.729  0.22
92 H -2.331 1.682 -3.441  0.44
93 H 1.118 4.810 1.485  0.36
94 H -5.870 1.959 -1.719  0.51
95 H 4.617 3.611 3.390  0.16
96 H -4.082 1.912 -3.328  0.39
97 H -1.972 4.172 3.828  0.49
98 H -0.199 -2.060 6.254  0.52
99 H 4.737 2.623 -0.876  0.15
100 H 2.620 -2.440 -1.220  0.40
101 H 4.230 -1.041 2.190  0.43
102 H 0.868 -1.597 -5.026  0.46
103 H -0.411 3.558 5.649  0.40
104 H 0.699 5.523 -3.383  0.47
105 H -5.183 0.326 -1.554  0.32
106 H -1.922 3.735 -2.413  0.42
107 H 2.136 1.610 2.822  0.29
108 H 6.881 -0.184 -1.892  0.47
109 H -3.681 3.487 0.946  0.10
110 H 4.452 0.270 -1.882  0.55
111 H 0.590 0.765 -4.375  0.50
112 H 2.149 -3.862 3.181  0.54
113 H 1.343 1.531 -2.168  0.41
114 H 3.630 4.002 -0.788  0.13
115 H -5.256 2.736 1.188  0.53
116 H 1.235 7.418 -1.889  0.42
117 H 1.456 7.037 0.549  0.49
118 H 7.985 -1.064 0.135  0.43
119 H 4.940 5.229 4.057  0.38
120 H -6.115 1.027 -0.232  0.49
121 H 1.784 -3.203 0.817  0.47
122 H 2.939 3.316 1.470  0.46
123 H 6.251 4.331 3.268  0.31
124 H -3.328 0.417 -2.726  0.15
125 H 4.054 1.950 1.426  0.84
126 H -1.423 3.580 1.491  0.22
127 H -5.016 3.839 -0.173  0.37
128 H 6.069 3.506 1.005  0.45
129 H 5.913 4.740 -0.255  0.52
130 H 0.402 3.272 -2.462  0.64
131 H 1.639 2.281 5.140  0.55
132 H 1.931 -3.185 -3.452  0.51

Values from the calculation:
E_HOMO ... -10.36 eV
M ... 1444.3 u
Energy above the lowest of the compared OMol25 structures with the same formula, charge and spin ... 3.662 eV
Frontier orbital gap ... 6.342 eV
Charge ... +1

The following is a quantum chemistry calculation of C16H22Cl7MnN2O as an isolated structure at a distorted geometry, from the Open Molecules 2025 dataset.

Each line ends with the Mulliken charge.
Atoms and positions in Å:
1 Mn 0.082 -0.178 1.317  -0.04
2 Cl 6.178 -0.343 1.405  -0.17
3 Cl 5.887 -0.204 4.499  -0.17
4 Cl 3.704 -0.399 -0.436  -0.24
5 Cl -1.249 -2.263 1.592  0.14
6 Cl 0.508 -0.177 3.948  -0.22
7 Cl 3.034 -0.125 5.776  -0.17
8 Cl -1.723 -4.461 -0.320  -0.12
9 O -0.955 1.333 1.012  -0.61
10 N -0.136 -0.469 -1.019  0.80
11 N -0.250 -0.402 -3.523  -0.08
12 C 3.227 -0.192 4.075  -0.92
13 C 0.511 0.769 -1.501  0.26
14 C 0.527 -1.663 -1.561  0.00
15 C 4.497 -0.230 3.500  0.90
16 C -3.011 2.113 1.954  -1.28
17 C -1.659 2.493 1.387  0.20
18 C 2.137 -0.212 3.217  1.91
19 C 2.190 -0.265 1.838  -1.65
20 C -2.402 -3.537 0.992  -0.41
21 C 0.468 0.836 -3.039  -0.78
22 C -1.544 -0.458 -1.425  0.08
23 C -1.778 3.423 0.195  -1.31
24 C 3.468 -0.313 1.323  1.73
25 C 0.510 -1.637 -3.104  -0.65
26 C 4.618 -0.293 2.110  -0.79
27 C -1.654 -0.437 -2.967  -0.77
28 H -2.328 4.333 0.443  0.45
29 H -0.004 -2.487 -3.548  0.32
30 H -0.790 3.724 -0.164  0.30
31 H -0.301 -0.377 -4.539  0.26
32 H -2.128 -1.325 -3.379  0.31
33 H -3.609 1.600 1.193  0.26
34 H -0.018 1.600 -1.046  -0.17
35 H 1.549 -1.696 -1.195  0.18
36 H -2.032 -1.348 -1.032  0.13
37 H 0.001 -2.541 -1.192  -0.06
38 H -2.587 -4.171 1.849  0.34
39 H -2.316 2.926 -0.622  0.22
40 H -3.288 -3.013 0.660  0.31
41 H -1.105 3.028 2.168  0.36
42 H 1.503 -1.555 -3.543  0.32
43 H -2.006 0.418 -0.976  -0.13
44 H -0.095 1.688 -3.416  0.34
45 H 1.452 0.827 -3.503  0.32
46 H 1.539 0.786 -1.150  0.22
47 H -3.571 2.987 2.293  0.43
48 H -2.163 0.447 -3.348  0.37
49 H -2.887 1.438 2.802  0.26

Values from the calculation:
E_HOMO (spin up / spin down) ... -10.87 / -11.12 eV
M ... 561.5 u
Energy above the lowest of the compared OMol25 structures with the same formula, charge and spin ... 0.256 eV
Frontier orbital gap (spin up / spin down) ... 7.857 / 8.093 eV
2S+1 ... 6
Charge ... +1

The following is a quantum chemistry calculation of C24H31F6N7O8ReS3Si2 as an isolated structure at a distorted geometry, from the Open Molecules 2025 dataset.

Each line ends with the Mulliken charge.
Atoms and positions in Å:
1 Re -0.189 -0.025 0.846  1.41
2 S 1.813 1.556 -1.355  2.07
3 S 4.097 -1.979 0.769  1.07
4 S 2.952 -0.035 2.503  0.53
5 Si -2.765 1.561 -0.768  0.16
6 Si -0.407 -2.419 3.403  0.48
7 F 4.732 1.691 3.188  -0.22
8 F 6.554 -2.032 -0.169  -0.24
9 F 4.111 1.917 1.138  -0.17
10 F 2.792 2.548 2.739  -0.20
11 F 5.783 -0.031 0.071  -0.21
12 F 5.093 -1.275 -1.563  -0.22
13 O -0.360 1.588 1.929  -0.20
14 O -1.496 2.130 2.254  -0.31
15 O 2.676 -0.145 3.898  -0.67
16 O 3.010 0.784 -1.485  -0.72
17 O 4.594 -3.246 1.201  -0.69
18 O 1.735 -0.032 1.663  -0.85
19 O 1.664 2.518 -0.302  -0.73
20 O 2.916 -1.948 -0.049  -0.39
21 N 1.140 -1.202 -2.687  -0.26
22 N 0.988 4.396 -6.477  -0.53
23 N -2.136 0.219 0.260  0.39
24 N 4.053 -0.982 2.003  -0.53
25 N 0.538 0.508 -1.095  -0.10
26 N -1.093 -1.210 2.215  0.95
27 N -0.053 -1.563 -0.670  0.03
28 C 0.579 -0.777 -1.568  -0.18
29 C -1.392 -4.015 3.178  -1.35
30 C -0.027 -2.881 -0.843  0.07
31 C -0.563 -1.634 5.092  -1.29
32 C 0.560 -3.415 -1.968  -1.04
33 C 1.331 -2.915 3.013  -1.03
34 C 1.518 2.372 -2.880  -0.88
35 C -5.207 -1.247 1.657  -0.94
36 C -4.685 -1.771 2.862  -1.06
37 C 1.235 3.733 -2.873  -0.07
38 C -4.390 -0.627 0.757  -0.51
39 C 5.471 -1.267 -0.289  0.65
40 C -3.219 0.833 -2.430  -1.13
41 C 1.047 4.403 -4.065  -0.92
42 C -3.001 -0.488 1.018  0.63
43 C 1.125 -2.517 -2.866  -0.60
44 C 1.431 2.352 -5.273  -0.88
45 C 1.629 1.684 -4.083  -0.70
46 C -1.487 2.882 -1.010  -0.64
47 C -2.454 -1.176 2.137  1.35
48 C 1.135 3.721 -5.283  1.03
49 C 3.692 1.653 2.357  0.44
50 C -3.340 -1.759 3.083  -0.97
51 C -4.215 2.380 0.094  -1.14
52 H 1.597 -2.876 -3.774  0.49
53 H 1.872 0.630 -4.075  0.48
54 H -0.493 -3.486 -0.075  0.46
55 H -0.888 3.085 -0.122  0.33
56 H -5.351 -2.199 3.598  0.44
57 H -2.216 -3.935 2.468  0.43
58 H -2.377 0.260 -2.826  0.24
59 H -3.435 1.634 -3.142  0.38
60 H 0.427 -1.362 5.461  0.40
61 H -6.265 -1.333 1.451  0.43
62 H 1.500 -3.058 1.945  0.06
63 H -1.159 -0.720 5.055  0.38
64 H 0.837 5.465 -4.060  0.30
65 H -4.025 2.426 1.168  0.30
66 H -0.715 -4.792 2.819  0.49
67 H -5.185 1.913 -0.063  0.38
68 H 0.529 5.289 -6.448  0.22
69 H -0.818 2.649 -1.834  -0.33
70 H -4.794 -0.238 -0.165  0.39
71 H -1.023 -2.313 5.813  0.39
72 H -2.025 3.799 -1.269  0.63
73 H 1.166 4.255 -1.928  0.56
74 H -4.283 3.408 -0.271  0.46
75 H 1.520 1.820 -6.213  0.30
76 H 1.472 -3.890 3.489  0.60
77 H 2.088 -2.256 3.422  0.30
78 H 0.594 -4.480 -2.135  0.46
79 H 0.783 3.848 -7.294  0.21
80 H -1.813 -4.362 4.124  0.36
81 H -4.088 0.173 -2.394  0.34
82 H -2.948 -2.171 4.003  0.43

Values from the calculation:
E_HOMO (spin up / spin down) ... -7.99 / -8.43 eV
M ... 998.1 u
Energy above the lowest of the compared OMol25 structures with the same formula, charge and spin ... 0.584 eV
Frontier orbital gap (spin up / spin down) ... 6.432 / 6.188 eV
2S+1 ... 4